{
  "formula": "C37H38FN3O6",
  "method": "ωB97M-V/def2-TZVPD",
  "lumo_ev": 0.603,
  "e_homo_ev": -8.0459,
  "de_lowest_kcal_mol": 0.0,
  "homo_lumo_gap_ev": 8.65,
  "species": ["C", "O", "C", "O", "C", "C", "C", "C", "C", "C", "F", "C", "C", "C", "C", "C", "C", "C", "O", "N", "C", "C", "N", "C", "C", "C", "C", "C", "O", "C", "C", "O", "C", "C", "C", "C", "C", "C", "N", "C", "O", "C", "C", "C", "C", "C", "C", "H", "H", "H", "H", "H", "H", "H", "H", "H", "H", "H", "H", "H", "H", "H", "H", "H", "H", "H", "H", "H", "H", "H", "H", "H", "H", "H", "H", "H", "H", "H", "H", "H", "H", "H", "H", "H", "H"],
  "positions_angstrom": [[-1.1085, -0.9887, -1.2987], [0.0930, -0.5678, -0.6728], [0.7117, 0.4626, -1.2476], [0.2644, 1.0808, -2.1757], [2.0257, 0.8111, -0.5304], [2.9384, 1.5351, -1.5454], [4.3201, 1.7362, -1.0038], [5.2545, 0.7091, -1.0979], [6.5180, 0.8419, -0.5523], [6.8443, 2.0249, 0.0855], [8.0738, 2.1613, 0.6293], [5.9505, 3.0753, 0.1711], [4.6899, 2.9220, -0.3791], [1.7207, 1.6653, 0.7274], [0.2769, 2.0162, 0.8403], [-0.6948, 2.8328, 0.2581], [-1.9090, 2.4548, 0.8193], [-3.2454, 3.0353, 0.6283], [-4.0269, 3.1806, 1.5645], [-3.5940, 3.4029, -0.6328], [-2.8481, 3.1474, -1.8395], [-4.8305, 4.1247, -0.8278], [-1.6774, 1.4578, 1.7444], [-2.6703, 0.7425, 2.5166], [-3.1383, -0.4787, 1.7672], [-2.6656, -1.7450, 2.0630], [-3.0946, -2.8258, 1.3178], [-3.9845, -2.6847, 0.2559], [-4.2804, -3.8551, -0.3745], [-5.2378, -3.9172, -1.4078], [-4.4603, -1.3957, -0.0554], [-5.3250, -1.2488, -1.1113], [-5.7664, 0.0443, -1.4429], [-4.0289, -0.3239, 0.7132], [-0.3613, 1.1789, 1.7260], [0.5432, 0.1796, 2.3552], [1.9382, 0.7110, 1.9320], [2.8997, -0.3483, 1.4012], [2.6338, -0.4059, -0.0184], [2.7344, -1.4817, -0.8275], [2.3761, -1.4413, -1.9936], [3.3085, -2.7202, -0.2229], [4.5776, -2.7412, 0.3445], [5.0953, -3.9264, 0.8364], [4.3498, -5.0920, 0.7731], [3.0879, -5.0758, 0.2023], [2.5723, -3.8966, -0.3044], [-0.9190, -1.2132, -2.3498], [-1.8645, -0.2036, -1.2285], [-1.4405, -1.8753, -0.7644], [2.4647, 2.4841, -1.7966], [2.9740, 0.9195, -2.4455], [4.9901, -0.2001, -1.6166], [7.2487, 0.0511, -0.6225], [6.2450, 3.9923, 0.6566], [3.9940, 3.7473, -0.3354], [2.3925, 2.5226, 0.7636], [-0.5377, 3.6183, -0.4526], [-2.3431, 4.0521, -2.1901], [-2.1032, 2.3701, -1.6893], [-3.5421, 2.8266, -2.6208], [-4.6327, 5.0859, -1.3071], [-5.5174, 3.5507, -1.4558], [-5.2857, 4.2900, 0.1468], [-2.2152, 0.4531, 3.4669], [-3.5034, 1.4242, 2.7042], [-1.9757, -1.8955, 2.8792], [-2.7467, -3.8229, 1.5372], [-5.3042, -4.9739, -1.6668], [-4.9251, -3.3465, -2.2845], [-6.2151, -3.5625, -1.0748], [-6.4190, -0.0865, -2.3052], [-6.3336, 0.5022, -0.6265], [-4.9294, 0.6949, -1.7166], [-4.3945, 0.6679, 0.5050], [0.4472, 0.1213, 3.4408], [0.3604, -0.8132, 1.9358], [2.3839, 1.2517, 2.7684], [2.7498, -1.3257, 1.8633], [3.9365, -0.0319, 1.5753], [5.1656, -1.8362, 0.3856], [6.0846, -3.9403, 1.2697], [4.7558, -6.0141, 1.1620], [2.5081, -5.9851, 0.1448], [1.5964, -3.8731, -0.7658]],
  "atomic_forces_ev_per_a": [[-0.3, 0.0, -0.3], [0.2, 0.0, 0.3], [0.1, 0.0, 0.0], [0.0, 0.1, -0.1], [-0.1, 0.0, -0.6], [-0.1, -0.1, 0.0], [-0.1, 0.1, -0.1], [0.0, 0.1, 0.1], [0.2, 0.1, 0.1], [-0.1, 0.0, 0.0], [-0.1, 0.0, -0.1], [0.3, -0.1, 0.1], [0.1, -0.1, -0.1], [-0.1, 0.0, 0.0], [-0.1, -0.1, 0.7], [-0.3, -0.1, 0.2], [0.3, 0.3, -0.3], [-0.1, 0.1, 0.0], [-0.1, -0.1, 0.2], [-0.1, 0.0, -0.1], [0.2, -0.1, -0.2], [-0.1, 0.1, 0.3], [0.1, 0.2, 0.0], [-0.4, -0.3, 0.1], [0.0, -0.1, 0.1], [-0.1, 0.1, 0.0], [-0.2, 0.0, -0.2], [0.1, 0.0, 0.2], [0.2, 0.2, 0.2], [-0.3, -0.2, -0.4], [-0.1, 0.0, -0.1], [0.3, -0.4, 0.3], [-0.1, 0.2, -0.1], [-0.1, 0.0, 0.0], [0.6, 0.5, -0.2], [-0.2, -0.2, 0.1], [0.1, -0.1, 0.0], [0.2, 0.0, 0.6], [-0.1, 0.1, -0.1], [0.2, -0.1, 0.2], [0.0, -0.1, -0.2], [0.1, -0.3, -0.1], [-0.1, 0.0, -0.1], [0.1, 0.0, 0.0], [0.0, 0.0, 0.0], [0.0, -0.1, 0.0], [0.0, 0.1, 0.0], [0.0, 0.0, 0.1], [0.0, -0.1, 0.0], [0.0, 0.1, 0.0], [0.0, 0.0, -0.1], [0.0, 0.1, 0.0], [0.0, -0.1, -0.1], [0.1, -0.1, 0.0], [0.1, 0.1, 0.1], [-0.1, 0.1, 0.0], [0.0, -0.1, 0.0], [-0.1, 0.1, -0.2], [0.0, 0.0, -0.1], [0.0, 0.0, -0.1], [0.0, 0.0, 0.0], [0.0, 0.0, -0.1], [0.0, 0.0, 0.0], [0.0, 0.0, -0.1], [0.0, 0.0, -0.1], [0.2, -0.1, 0.1], [0.1, 0.0, 0.1], [0.0, -0.1, 0.0], [0.0, 0.1, 0.0], [-0.1, -0.1, 0.1], [0.1, 0.0, 0.0], [0.0, 0.1, 0.1], [0.0, 0.0, 0.0], [0.0, 0.0, 0.0], [-0.1, 0.1, -0.1], [0.0, -0.1, 0.0], [0.0, -0.1, 0.1], [0.0, 0.0, -0.1], [0.0, 0.1, 0.0], [-0.1, -0.1, 0.0], [0.1, 0.1, 0.0], [0.1, 0.0, 0.0], [0.0, -0.1, 0.0], [0.0, -0.1, 0.0], [-0.1, 0.0, -0.1]]
}

=====

{
  "formula": "C43H63ClCsN3O7",
  "method": "ωB97M-V/def2-TZVPD",
  "lumo_ev": 3.741,
  "total_charge": -2,
  "e_homo_ev": -2.1335,
  "de_lowest_kcal_mol": 40.2,
  "homo_lumo_gap_ev": 5.87,
  "species": ["Cs", "C", "N", "C", "C", "C", "N", "C", "C", "C", "C", "C", "C", "C", "O", "C", "C", "C", "C", "C", "C", "C", "C", "C", "C", "C", "C", "C", "C", "C", "O", "C", "C", "C", "C", "C", "C", "C", "C", "H", "H", "H", "H", "H", "H", "H", "H", "H", "H", "H", "H", "H", "H", "H", "H", "H", "H", "H", "H", "H", "H", "H", "H", "H", "H", "H", "H", "H", "H", "H", "H", "H", "H", "H", "H", "H", "H", "H", "H", "H", "H", "H", "H", "H", "H", "H", "H", "H", "H", "H", "H", "H", "H", "O", "O", "C", "C", "N", "O", "H", "H", "H", "H", "H", "Cl", "C", "C", "C", "C", "C", "C", "C", "O", "O", "H", "H", "H", "H"],
  "positions_angstrom": [[1.3272, -0.7796, 0.3127], [-2.6697, 3.3427, 0.3004], [-1.6326, 2.7464, 1.1045], [-2.1594, 1.7092, 1.9709], [-0.8878, 3.7453, 1.8502], [0.3834, 3.1816, 2.4869], [1.0607, 2.2351, 1.6354], [2.1356, 1.5372, 2.3592], [1.7496, 0.9373, 3.6970], [2.1511, 1.5884, 4.8523], [1.9303, 1.0760, 6.1286], [1.3241, -0.1764, 6.1895], [0.9075, -0.8882, 5.0593], [1.0611, -0.3200, 3.7672], [0.6356, -0.8845, 2.6868], [0.2894, -2.2825, 5.1869], [-1.1520, -2.2638, 4.6485], [0.2389, -2.7791, 6.6297], [1.1143, -3.2952, 4.3801], [2.3703, 1.8619, 7.3640], [3.8867, 2.0877, 7.3288], [2.0305, 1.1388, 8.6660], [1.6691, 3.2259, 7.3874], [1.5150, 2.8137, 0.3143], [3.0095, 2.7045, 0.0153], [3.8813, 3.6854, 0.4686], [5.2602, 3.5908, 0.2938], [5.7163, 2.4498, -0.3690], [4.8971, 1.4545, -0.8897], [3.4798, 1.5615, -0.7119], [2.6262, 0.7129, -1.1565], [5.5925, 0.2758, -1.6172], [4.6315, -0.7323, -2.2809], [6.4477, -0.5034, -0.6097], [6.4993, 0.8262, -2.7262], [6.2515, 4.6600, 0.7502], [6.9893, 5.2308, -0.4688], [7.2799, 4.0609, 1.7174], [5.5580, 5.8199, 1.4602], [-3.4177, 3.8958, 0.9045], [-2.2291, 4.0417, -0.4142], [-3.1950, 2.5626, -0.2521], [-2.8267, 2.1289, 2.7491], [-2.7309, 0.9998, 1.3743], [-1.3420, 1.1752, 2.4547], [-0.6498, 4.5633, 1.1645], [-1.5040, 4.1809, 2.6652], [1.0342, 4.0318, 2.7764], [0.1168, 2.6695, 3.4106], [2.4905, 0.7465, 1.7029], [2.9940, 2.2018, 2.5338], [2.6685, 2.5398, 4.7322], [1.1742, -0.6286, 7.1557], [-1.7893, -1.6467, 5.2879], [-1.1647, -1.8515, 3.6411], [-1.5618, -3.2797, 4.6214], [-0.3574, -2.1228, 7.2675], [-0.2218, -3.7712, 6.6471], [1.2389, -2.8678, 7.0626], [1.1093, -3.0270, 3.3251], [2.1495, -3.3083, 4.7327], [0.6936, -4.3000, 4.4906], [4.4112, 1.1309, 7.2847], [4.1781, 2.6656, 6.4497], [4.2214, 2.6286, 8.2203], [2.5528, 0.1828, 8.7403], [2.3300, 1.7559, 9.5184], [0.9587, 0.9483, 8.7460], [1.8486, 3.7756, 6.4620], [0.5895, 3.0954, 7.4908], [2.0270, 3.8342, 8.2249], [0.9535, 2.3095, -0.4783], [1.2475, 3.8747, 0.2804], [3.4495, 4.5359, 0.9867], [6.7902, 2.3338, -0.4948], [4.0136, -1.2494, -1.5400], [3.9492, -0.2386, -2.9689], [5.2227, -1.4744, -2.8293], [5.8156, -0.9287, 0.1726], [6.9749, -1.3243, -1.1080], [7.1879, 0.1395, -0.1289], [5.9186, 1.4406, -3.4171], [7.3073, 1.4449, -2.3304], [6.9501, 0.0028, -3.2887], [7.5686, 4.4567, -0.9756], [6.2732, 5.6335, -1.1880], [7.6727, 6.0334, -0.1716], [7.8191, 3.2313, 1.2580], [8.0121, 4.8162, 2.0226], [6.7825, 3.6789, 2.6113], [4.8398, 6.3156, 0.8041], [5.0271, 5.4808, 2.3520], [6.3017, 6.5610, 1.7679], [1.2952, -3.1387, -0.7662], [0.3986, -2.6070, -1.3593], [-5.0932, -1.9817, 0.9311], [-3.8251, -1.3178, 0.4684], [-2.6901, -1.8468, 0.9614], [-3.8371, -0.3668, -0.3003], [-5.0421, -2.2481, 1.9885], [-5.2440, -2.8906, 0.3453], [-5.9246, -1.3027, 0.7622], [-2.6957, -2.7065, 1.4798], [-1.7988, -1.5623, 0.5886], [-1.4788, 0.4045, -6.5586], [-1.6492, -0.7143, -5.1901], [-2.0500, -2.0130, -5.4304], [-2.1888, -2.8795, -4.3517], [-1.9209, -2.4730, -3.0473], [-1.5142, -1.1492, -2.8453], [-1.3809, -0.2677, -3.9106], [-2.1846, -3.5054, -1.9209], [-3.2200, -4.1955, -2.0690], [-1.3860, -3.5551, -0.9791], [-2.2563, -2.3380, -6.4422], [-2.5233, -3.8962, -4.5104], [-1.3086, -0.7821, -1.8516], [-1.0597, 0.7513, -3.7426]],
  "atomic_forces_ev_per_a": [[-0.8, 0.3, 0.0], [-0.1, 0.0, 0.0], [0.0, 0.1, 0.2], [0.1, 0.0, 0.0], [-0.1, -0.1, -0.1], [-0.2, 0.1, -0.2], [0.6, -0.2, -0.2], [-0.1, 0.2, 0.3], [0.1, 0.0, 0.1], [0.0, 0.0, -0.2], [-0.1, -0.1, 0.1], [0.0, -0.1, -0.4], [0.0, 0.0, 0.6], [0.0, 0.4, -0.4], [-0.2, 0.1, 1.8], [-0.1, 0.1, -0.1], [0.0, 0.0, 0.0], [0.0, -0.1, 0.1], [0.0, 0.0, -0.1], [0.0, 0.0, -0.1], [0.1, 0.0, 0.0], [0.0, 0.0, 0.0], [0.0, 0.0, 0.0], [0.3, -0.2, 0.2], [-0.2, 0.2, 0.2], [-0.1, -0.1, -0.1], [0.0, -0.1, 0.0], [0.0, 0.0, 0.0], [0.2, -0.1, 0.0], [-0.3, 0.3, -0.2], [1.1, 1.0, -0.8], [-0.3, 0.0, 0.1], [0.0, 0.1, 0.2], [0.0, 0.0, 0.0], [0.0, 0.0, 0.0], [0.0, 0.0, 0.0], [0.0, 0.0, -0.1], [0.0, 0.0, 0.0], [0.0, 0.0, 0.0], [0.0, 0.0, 0.0], [0.0, 0.0, 0.0], [0.0, 0.0, 0.0], [0.0, 0.0, 0.0], [0.0, 0.0, 0.0], [0.0, 0.0, 0.0], [0.0, 0.0, 0.0], [0.0, 0.0, -0.1], [0.0, 0.1, 0.0], [0.0, 0.0, 0.0], [0.4, 0.4, 0.4], [0.0, 0.0, 0.0], [0.0, 0.0, 0.0], [0.0, -0.1, 0.1], [0.0, 0.0, 0.0], [0.0, 0.0, 0.0], [0.0, 0.0, 0.0], [0.0, 0.0, 0.0], [0.0, 0.0, 0.0], [0.0, 0.0, 0.0], [0.0, 0.0, 0.0], [0.0, 0.0, 0.0], [0.0, 0.0, 0.0], [0.0, 0.0, 0.0], [0.0, 0.0, 0.0], [0.0, 0.0, 0.0], [0.0, 0.0, 0.0], [0.0, 0.0, 0.0], [0.0, 0.0, 0.0], [0.0, 0.0, 0.0], [0.0, 0.0, 0.0], [0.0, 0.0, 0.0], [0.1, 0.1, 0.1], [0.0, 0.0, 0.1], [0.0, 0.0, 0.0], [0.0, 0.0, 0.0], [0.2, 0.1, -0.2], [0.0, 0.0, 0.0], [0.0, 0.0, 0.0], [0.0, 0.0, 0.0], [0.0, 0.0, 0.0], [0.0, 0.0, 0.0], [0.0, 0.0, 0.0], [0.0, 0.0, 0.0], [0.0, 0.0, 0.0], [0.0, 0.0, 0.0], [0.0, 0.0, 0.0], [0.0, 0.0, 0.0], [0.0, 0.0, 0.0], [0.0, 0.0, 0.0], [0.0, 0.0, 0.0], [0.0, 0.0, 0.0], [0.0, 0.0, 0.0], [0.0, 0.0, 0.0], [0.8, -2.0, -0.1], [0.0, 0.1, -1.6], [-0.2, -0.1, 0.1], [0.2, 0.1, -0.2], [0.1, 0.2, 0.3], [0.0, 0.1, 0.0], [0.0, 0.0, 0.0], [0.0, 0.0, 0.0], [0.0, 0.0, 0.0], [0.0, -0.1, -0.1], [-0.1, 0.0, -0.1], [0.0, -0.3, 0.3], [0.1, 0.3, -0.2], [0.0, -0.2, 0.0], [0.1, 0.1, -0.1], [-0.2, 0.0, 0.0], [-0.1, -0.4, -0.1], [0.0, 0.0, 0.0], [-1.5, 0.1, -1.1], [0.5, 0.3, 0.0], [0.1, -0.4, 1.2], [0.0, 0.0, 0.0], [-0.1, 0.0, 0.0], [-0.1, 0.0, 0.1], [0.0, 0.0, 0.0]]
}

=====

{
  "formula": "C3H9O2S",
  "method": "ωB97M-V/def2-TZVPD",
  "lumo_ev": -3.140,
  "total_charge": 1,
  "e_homo_ev": -15.1264,
  "de_lowest_kcal_mol": 0.0,
  "homo_lumo_gap_ev": 11.99,
  "species": ["C", "C", "C", "O", "O", "S", "H", "H", "H", "H", "H", "H", "H", "H", "H"],
  "positions_angstrom": [[-2.5158, 0.3800, -0.2410], [1.6937, -1.4866, -0.1801], [1.4576, 1.3346, 0.1128], [-2.5978, -0.2984, 0.9091], [-1.5103, 0.3980, -0.8515], [0.8452, -0.2574, 0.7941], [-3.5143, -0.3004, 1.2760], [-0.4465, 0.1348, 0.2358], [-3.5164, 0.7302, -0.5634], [1.1263, -2.4282, -0.2215], [2.5986, -1.8059, 0.0752], [1.6785, -1.2933, -1.2733], [1.0422, 1.6316, -0.8638], [2.5676, 1.2178, -0.0063], [1.0913, 2.0432, 0.7978]],
  "atomic_forces_ev_per_a": [[-3.8, -1.3, 1.4], [-4.9, -0.4, -3.7], [1.4, -1.2, -1.3], [-0.5, 0.3, 0.4], [2.2, 0.9, -1.1], [0.3, 1.3, 0.2], [0.9, 0.1, -0.3], [0.9, -1.6, -0.5], [0.6, 0.4, -0.3], [-0.4, 0.3, 0.7], [4.0, -0.3, 1.9], [0.2, 0.7, 0.7], [0.0, -0.8, 0.2], [-1.1, 0.6, 0.5], [0.2, 1.1, 1.1]]
}

=====

Number 1: energy -2148.34574 hartree. Number 2: energy -2847.53582 hartree. Number 3: energy -668.06772 hartree.